[1]
{
  "formula": "C44H42GeN4O3PbS",
  "method": "ωB97M-V/def2-TZVPD",
  "homo_lumo_gap_ev": [5.2098, 3.5648],
  "fmax_ev_per_a": 4.0,
  "total_charge": 2,
  "e_homo_ev": [-12.83, -12.89],
  "symbols": ["Pb", "C", "C", "C", "C", "C", "C", "N", "N", "C", "C", "C", "C", "C", "C", "H", "H", "H", "H", "H", "H", "H", "H", "H", "O", "C", "O", "C", "C", "Ge", "C", "C", "C", "C", "C", "C", "C", "C", "C", "C", "C", "C", "C", "C", "C", "C", "C", "C", "H", "H", "H", "H", "H", "H", "H", "H", "H", "H", "H", "H", "H", "H", "H", "H", "H", "H", "H", "C", "C", "C", "N", "C", "S", "N", "C", "O", "C", "C", "C", "C", "C", "C", "H", "H", "H", "H", "H", "H", "H", "H", "H", "H", "H", "H", "H", "H"],
  "xyz": [[1.58236, 1.95190, -1.59376], [7.33616, -0.10380, -0.62346], [7.53546, 1.27030, -0.55666], [6.45816, 2.12670, -0.55916], [5.14956, 1.61380, -0.63886], [4.95896, 0.22900, -0.71266], [6.04726, -0.61960, -0.69006], [4.07326, 2.46740, -0.69856], [4.23286, 3.66960, -0.42726], [3.32366, 4.61090, -0.65886], [3.61726, 5.92990, -0.25006], [2.78126, 6.96770, -0.58136], [1.65386, 6.73430, -1.35716], [1.32806, 5.42910, -1.73616], [2.12696, 4.38330, -1.37766], [8.18416, -0.77080, -0.61326], [8.53516, 1.67580, -0.50656], [6.59036, 3.19800, -0.51216], [3.95416, -0.16050, -0.76106], [5.90316, -1.68870, -0.73346], [4.53066, 6.08430, 0.30244], [3.00696, 7.96420, -0.23396], [1.01776, 7.54960, -1.66536], [0.42086, 5.26730, -2.30206], [0.33876, 3.35880, 0.17464], [-0.78244, 3.10400, -0.30656], [-0.93124, 2.20780, -1.16896], [-2.00434, 3.90290, 0.09404], [-3.26394, 3.18760, -0.35856], [-3.38524, 1.25410, 0.25324], [-2.24194, 0.67890, 1.80284], [-2.38384, -0.64660, 2.20454], [-1.64024, -1.15090, 3.25634], [-0.75544, -0.32800, 3.93574], [-0.62364, 0.99690, 3.55754], [-1.37364, 1.50020, 2.50914], [-3.36334, -0.24970, -1.09516], [-2.14724, -0.48700, -1.73016], [-2.01394, -1.51990, -2.64236], [-3.08814, -2.35020, -2.91356], [-4.29824, -2.13290, -2.28026], [-4.43524, -1.08020, -1.38896], [-5.14504, 1.42530, 1.34974], [-6.28734, 0.68510, 1.17404], [-7.44114, 1.03380, 1.86904], [-7.42024, 2.09680, 2.74924], [-6.25834, 2.82090, 2.93824], [-5.10664, 2.47340, 2.24914], [-1.91134, 4.87330, -0.40746], [-1.99994, 4.10890, 1.16534], [-3.31024, 3.17820, -1.44706], [-4.14514, 3.71250, 0.00854], [-3.09744, -1.27700, 1.68794], [-1.77244, -2.17630, 3.56664], [-0.19214, -0.70750, 4.77464], [0.05036, 1.65100, 4.08784], [-1.25654, 2.53810, 2.24824], [-1.31534, 0.16700, -1.52496], [-1.07574, -1.68270, -3.15516], [-2.98294, -3.15220, -3.62706], [-5.14234, -2.77420, -2.48416], [-5.40184, -0.91160, -0.94036], [-6.32444, -0.15950, 0.50614], [-8.34044, 0.45820, 1.71664], [-8.31094, 2.35030, 3.30584], [-6.23354, 3.65400, 3.62444], [-4.19664, 3.03150, 2.41904], [-1.76414, -5.04830, 0.59144], [-1.18134, -3.64550, 0.49044], [0.32566, -3.66940, 0.76514], [0.87516, -2.32920, 0.90254], [1.22826, -1.45800, -0.02566], [1.54546, 0.14240, 0.53274], [1.36096, -1.75260, -1.33736], [1.56556, -2.94480, -2.10656], [1.05196, -2.96700, -3.19276], [2.48526, -3.96000, -1.58806], [3.49646, -3.66900, -0.66736], [4.41106, -4.64740, -0.32666], [4.32726, -5.91400, -0.88926], [3.31676, -6.21400, -1.79146], [2.40726, -5.23880, -2.15106], [-2.83594, -5.01870, 0.41984], [-1.58604, -5.46700, 1.57854], [-1.31974, -5.71090, -0.14556], [-1.66524, -3.00150, 1.22374], [-1.37194, -3.22970, -0.50096], [0.83956, -4.21280, -0.02716], [0.51096, -4.18140, 1.71184], [0.76946, -1.91760, 1.82414], [1.15386, -0.98160, -1.96526], [3.58046, -2.67820, -0.24376], [5.20446, -4.42280, 0.37024], [5.05716, -6.66600, -0.63126], [3.25276, -7.19830, -2.22886], [1.62126, -5.44090, -2.86266]],
  "lowdin_charge": [1.38, -0.05, -0.05, 0.00, -0.26, -0.04, -0.06, -0.01, 0.07, -0.29, 0.03, -0.05, -0.03, -0.10, -0.13, 0.11, 0.12, 0.11, 0.04, 0.10, 0.13, 0.12, 0.12, 0.12, -0.10, -0.75, -0.19, -0.16, -0.23, 1.15, -0.23, -0.11, -0.09, -0.06, -0.06, -0.10, -0.25, -0.12, -0.08, -0.06, -0.06, -0.10, -0.16, -0.03, 0.00, 0.01, -0.01, -0.06, 0.13, 0.11, 0.08, 0.07, 0.10, 0.11, 0.12, 0.12, 0.09, 0.06, 0.09, 0.12, 0.11, 0.07, 0.09, 0.13, 0.14, 0.13, 0.12, -0.08, -0.22, -0.15, 0.05, -0.74, 0.66, 0.12, -0.38, 0.14, -0.18, -0.03, -0.05, -0.04, -0.04, 0.00, 0.08, 0.08, 0.08, 0.08, 0.10, 0.10, 0.14, 0.12, 0.10, 0.10, 0.11, 0.12, 0.12, 0.13]
}

***

[2]
{
  "formula": "C44H43BaClIN8O8S",
  "method": "ωB97M-V/def2-TZVPD",
  "homo_lumo_gap_ev": 6.8472,
  "fmax_ev_per_a": 1.2,
  "total_charge": -1,
  "e_homo_ev": -5.66,
  "relative_energy_kcal_mol": 8.5,
  "symbols": ["Ba", "C", "N", "C", "C", "C", "N", "C", "C", "H", "H", "H", "H", "H", "H", "H", "H", "H", "H", "H", "H", "H", "H", "H", "H", "O", "C", "O", "C", "C", "C", "C", "C", "N", "H", "H", "H", "H", "Cl", "C", "C", "C", "I", "C", "O", "C", "N", "C", "C", "C", "C", "H", "H", "H", "H", "C", "O", "C", "C", "C", "C", "C", "C", "N", "C", "C", "C", "C", "C", "C", "C", "O", "H", "H", "H", "H", "H", "H", "H", "H", "H", "H", "H", "H", "H", "O", "S", "O", "O", "C", "N", "C", "C", "C", "N", "C", "C", "C", "N", "C", "C", "H", "H", "H", "H", "H", "H"],
  "xyz": [[-1.22727, -0.14527, 1.03777], [-4.91098, 2.24950, 0.10689], [-3.64997, 2.55055, -0.56327], [-3.27806, 3.93245, -0.30338], [-3.74400, 2.34488, -2.00713], [-3.90670, 0.89344, -2.42308], [-2.67781, 0.12134, -2.31043], [-1.71497, 0.48975, -3.34313], [-2.98856, -1.30244, -2.42485], [-5.75848, 2.78392, -0.35841], [-4.85410, 2.55858, 1.15221], [-5.12326, 1.17873, 0.09435], [-4.02429, 4.64569, -0.69369], [-2.31832, 4.15991, -0.77515], [-3.18225, 4.09646, 0.77053], [-2.84255, 2.75645, -2.46110], [-4.58207, 2.92568, -2.42649], [-4.28303, 0.87064, -3.46113], [-4.66970, 0.40437, -1.82177], [-2.13548, 0.36064, -4.35644], [-0.82741, -0.13262, -3.26143], [-1.39440, 1.52730, -3.23969], [-3.51663, -1.53053, -3.36772], [-3.62299, -1.61339, -1.58859], [-2.06874, -1.88519, -2.38729], [1.97765, -2.36309, 3.51227], [1.04004, -1.58768, 3.29878], [0.66002, -1.09081, 2.19326], [0.19803, -1.10871, 4.48552], [0.48528, -1.53804, 5.77185], [-0.29451, -1.07847, 6.81973], [-1.33447, -0.20198, 6.54218], [-1.54855, 0.17196, 5.22521], [-0.80434, -0.26819, 4.20682], [1.31235, -2.22046, 5.90848], [-0.09679, -1.39849, 7.83547], [-1.97622, 0.18739, 7.32077], [-2.35811, 0.85371, 4.97407], [-7.27130, 2.00084, 5.12369], [-6.13299, 1.15921, 4.10036], [-6.42708, -0.09077, 3.65029], [-5.52913, -0.79615, 2.82750], [-6.07414, -2.68767, 2.17155], [-4.29485, -0.27340, 2.41238], [-3.46708, -0.89810, 1.66777], [-4.00192, 1.07830, 2.90005], [-2.83165, 1.64753, 2.51662], [-2.50822, 2.84614, 2.93909], [-3.34731, 3.61302, 3.76709], [-4.54126, 3.07771, 4.16137], [-4.90772, 1.78122, 3.73880], [-7.36645, -0.55345, 3.92882], [-1.54904, 3.23703, 2.59888], [-3.03967, 4.60327, 4.07840], [-5.21849, 3.63049, 4.79655], [3.67643, -4.02021, 0.65578], [2.74518, -4.60786, -0.27621], [3.24932, -5.26932, -1.31563], [4.58939, -5.60731, -1.45069], [5.01261, -6.33462, -2.55667], [4.12263, -6.72979, -3.54048], [2.78509, -6.36697, -3.42814], [2.35197, -5.63466, -2.33996], [0.97362, -5.24711, -2.21353], [0.55699, -3.99619, -2.00498], [1.21611, -2.81893, -2.26199], [2.38227, -2.66927, -3.09092], [2.96316, -1.45938, -3.25204], [2.43595, -0.32455, -2.55711], [1.34099, -0.41817, -1.75693], [0.65814, -1.67362, -1.57055], [-0.35382, -1.78219, -0.83102], [3.09406, -3.47045, 1.38996], [4.34744, -3.33581, 0.13146], [4.25776, -4.79514, 1.15869], [5.30210, -5.31073, -0.69201], [6.06171, -6.59639, -2.64324], [4.46342, -7.29518, -4.39981], [2.06606, -6.62005, -4.20178], [0.31954, -5.97642, -1.99645], [-0.42489, -3.91156, -1.54396], [2.76920, -3.52866, -3.62459], [3.81546, -1.32566, -3.90824], [2.92667, 0.63781, -2.70057], [0.98848, 0.46682, -1.23705], [6.51583, 3.00075, -5.17579], [5.22917, 3.51872, -4.76390], [4.10693, 2.62088, -4.96970], [4.97348, 4.90103, -5.12647], [5.35852, 3.58438, -2.93995], [6.55108, 3.80681, -2.38245], [6.59217, 3.80184, -1.05648], [5.47782, 3.56989, -0.26136], [4.28480, 3.38657, -0.93970], [4.22446, 3.41174, -2.26384], [2.98871, 3.09778, -0.26963], [2.90893, 2.49226, 0.97674], [1.67566, 2.06933, 1.44779], [0.54404, 2.27421, 0.76988], [0.61409, 2.94601, -0.38496], [1.80263, 3.35253, -0.95554], [7.56199, 3.98849, -0.60161], [5.54519, 3.55979, 0.82116], [3.80283, 2.25572, 1.54526], [1.59595, 1.49122, 2.36627], [-0.32975, 3.10750, -0.90248], [1.83242, 3.81090, -1.93581]],
  "lowdin_charge": [1.95, -0.08, -0.24, -0.10, -0.21, -0.21, -0.26, -0.08, -0.10, 0.10, 0.07, 0.08, 0.09, 0.07, 0.06, 0.10, 0.12, 0.12, 0.11, 0.09, 0.07, 0.08, 0.09, 0.09, 0.06, 0.01, -0.63, -0.36, -0.19, -0.01, -0.07, -0.06, -0.12, 0.10, 0.11, 0.10, 0.10, 0.09, 0.65, -0.62, -0.19, -0.66, 0.88, -0.51, -0.40, -0.21, 0.00, -0.17, -0.05, -0.03, -0.19, 0.09, 0.11, 0.11, 0.08, -0.02, -0.06, -0.25, -0.01, -0.08, -0.09, -0.03, -0.19, 0.11, 0.00, -0.13, -0.02, -0.06, -0.02, -0.01, -0.39, -0.25, 0.08, 0.10, 0.09, 0.11, 0.11, 0.10, 0.12, 0.15, 0.15, 0.11, 0.11, 0.11, 0.08, -0.37, 0.38, -0.38, -0.36, -0.33, 0.12, -0.12, -0.01, -0.24, 0.16, -0.14, 0.00, -0.14, -0.03, -0.15, 0.01, 0.11, 0.10, 0.11, 0.11, 0.10, 0.12]
}

***

| no. | energy (a.u.) |
| --- | --- |
| 1 | -4813.941262 |
| 2 | -3924.257130 |